ORCA calculation (ωB97M-V/def2-TZVPD) on a cluster of 2 separate species, C9H14S in total.

Properties
⟨S²⟩: 0.760
HOMO level (alpha / beta) (eV): 0.879 / -3.374
ΔE to the lowest compared entry with this formula, charge and spin (kcal/mol): 14.8
Gap between HOMO and LUMO (alpha / beta) (Ha): 0.088 / 0.242

```
! RIJCOSX wB97M-V def2-TZVPD def2/J DEFGRID3
* xyz -1 2
C 1.395 2.558 -2.557
C 1.353 -0.188 -2.847
S 1.550 1.050 -1.532
H 1.861 3.315 -1.954
H 1.923 2.461 -3.499
H 0.337 2.759 -2.681
H 1.804 0.234 -3.747
H 0.287 -0.305 -3.051
H 1.722 -1.157 -2.546
C 1.292 -0.133 1.913
C -2.542 -0.115 1.916
C -1.159 0.196 2.187
C -2.774 -1.219 1.077
C -0.140 -0.563 1.681
C -1.743 -1.990 0.563
C -0.366 -1.738 0.912
H -3.365 0.505 2.251
H -0.994 1.139 2.695
H -3.788 -1.490 0.843
H -2.010 -2.542 -0.340
H 1.355 0.798 2.481
H 1.818 -0.113 0.968
H 0.399 -2.447 0.632
H 1.826 -0.919 2.471
*
```